[1]
42
Properties=species:S:1:pos:R:3:lowdin_charge:R:1 method="wB97M-V/def2-TZVPD" e_homo_ev=-13.61 e_tot_ha=-954.97791 total_charge=+1 gap_ev=10.6
N -0.3945 1.0037 -1.1673 0.212
C 0.3904 0.1837 0.0369 -0.190
C -0.7447 -0.4358 0.8313 -0.033
C 1.2651 -0.8306 -0.5607 -0.462
N 2.6360 -0.7171 -0.5999 0.015
C 3.4412 -0.4317 0.5833 -0.048
O 0.7168 -1.7957 -1.0888 0.074
H -0.8205 0.2556 -1.7282 0.084
H -1.1200 1.7309 -0.8896 0.128
H 0.3626 1.3668 -1.7058 0.132
H 0.7583 1.1459 0.4043 0.121
H -1.1860 -1.2688 0.1905 0.089
H -0.3506 -0.9596 1.6847 0.068
H -1.5145 0.5017 0.9751 0.142
H 3.0771 -1.3648 -1.2355 0.140
H 4.6041 -0.3418 0.4401 0.140
H 3.2560 -1.2515 1.2698 0.082
H 3.1188 0.4867 1.0276 0.065
H 0.1638 4.1243 1.8115 0.016
H 1.3778 3.1307 1.6888 0.043
O 0.4778 3.3381 1.4397 -0.026
H 1.4332 -0.4022 -3.7477 0.054
H 2.5045 -0.2722 -2.8996 -0.012
O 2.2562 0.1634 -3.7237 -0.055
H -3.4462 -1.6992 2.1923 0.070
H -2.9077 -2.6729 1.1604 0.036
O -3.4588 -1.8786 1.2108 -0.080
H -3.4267 2.4929 -0.4399 0.054
H -2.4757 3.3204 0.4701 0.073
O -2.6328 2.4493 0.0738 -0.032
H -1.5207 -1.6011 -2.3265 0.015
H -0.4974 -2.3321 -3.0216 0.047
O -1.2561 -1.7510 -3.2467 -0.068
H -0.2725 0.8894 3.9087 0.029
H 0.8507 0.0291 4.3095 -0.018
O 0.6887 0.9066 3.9286 -0.078
H 0.9700 -1.8650 3.8034 0.039
H -0.3192 -2.1489 4.8373 0.046
O 0.4260 -1.6794 4.5446 -0.003
H -1.6395 1.2539 -3.5456 0.081
H -2.8038 0.3694 -3.5662 0.084
O -2.1901 0.7532 -2.9144 -0.071

---

[2]
45
Properties=species:S:1:pos:R:3:lowdin_charge:R:1 method="wB97M-V/def2-TZVPD" e_homo_ev=-9.68 e_tot_ha=-1201.51914 total_charge=0 smiles="C[C@@H](C=O)NC(=O)O.O.O.O.O.O.O.O.O.O.O" gap_ev=9.9
O 0.8337 -2.2739 2.3652 0.058
C 0.8257 -2.9467 1.3688 -0.191
C 0.0831 -2.5301 0.0679 -0.253
C 0.8018 -3.1127 -1.1538 -0.062
N -0.0410 -1.0729 0.1863 0.118
C 0.6437 -0.1074 -0.4918 -0.568
O 0.1465 1.0824 -0.2210 0.013
O 1.5693 -0.3795 -1.2623 0.020
H 1.1714 -3.9797 1.3338 0.123
H -0.9721 -2.8399 0.1291 0.150
H -0.0072 -3.6956 -1.6660 0.091
H 1.5304 -3.8953 -0.9522 0.069
H 1.1582 -2.4421 -1.9224 0.066
H -0.7938 -0.7433 0.7695 0.086
H 0.4554 1.7786 -1.0066 0.085
H 3.6295 -2.1759 0.4760 0.060
H 3.1082 -2.2946 -0.9523 0.010
O 3.4629 -2.8211 -0.2342 -0.055
H -1.5436 2.1010 1.3601 -0.004
H -1.2963 1.3664 2.6950 0.010
O -1.9504 1.4519 1.9890 -0.089
H -3.4038 -0.2600 -1.0839 0.064
H -2.2728 0.5283 -0.2950 0.014
O -3.0395 0.6075 -0.8799 -0.043
H -0.2879 2.7866 -2.5998 0.067
H 1.0754 2.0814 -2.7828 0.032
O 0.5428 2.6353 -2.1367 -0.023
H 2.1042 2.6648 1.4228 0.061
H 0.7870 1.8802 1.4031 0.017
O 1.2243 2.6456 1.8137 -0.050
H -0.1306 0.2110 4.3825 0.071
H -0.4900 -1.0614 3.7021 0.033
O -0.7845 -0.1375 3.7568 -0.057
H -2.4833 0.9931 -2.5858 0.018
H -2.0964 0.9792 -4.0001 0.049
O -1.6622 1.0437 -3.1324 -0.080
H 1.5604 0.3007 -4.1544 0.071
H 2.2420 0.5335 -2.8742 0.043
O 1.9319 1.0338 -3.6550 -0.038
H -0.2134 3.6645 1.1419 0.031
H -0.7384 3.3749 -0.2342 0.034
O -1.0483 3.5719 0.6579 -0.041
H -3.1060 -0.2201 1.5748 0.038
H -2.2069 -1.1597 2.2445 0.034
O -2.6919 -1.0828 1.4016 -0.080

---

[3]
41
Properties=species:S:1:pos:R:3:lowdin_charge:R:1 method="wB97M-V/def2-TZVPD" e_homo_ev=-8.05 e_tot_ha=-900.42900 total_charge=0 smiles="C=CNCC.O.O.O.O.O.O.O.O.O" gap_ev=8.1
C 0.5432 2.6492 0.7432 -0.050
C -0.5843 2.3869 0.1077 -0.289
N -0.8017 1.2926 -0.6762 -0.025
C -1.9973 1.4418 -1.5140 -0.279
C -2.1821 0.2538 -2.4399 -0.092
H 0.7107 3.4569 1.4298 0.049
H 1.4284 2.0986 0.4295 0.054
H -1.4064 2.9975 0.4940 0.122
H -0.0243 1.0807 -1.2867 0.118
H -2.9325 1.5861 -0.9133 0.130
H -1.8105 2.2583 -2.1893 0.102
H -1.3564 0.2681 -3.1554 0.082
H -2.3220 -0.6131 -1.7969 0.069
H -3.0786 0.4048 -3.0241 0.068
H 0.6876 -3.0615 -1.3307 -0.034
H -0.3440 -2.0415 -1.0761 0.013
O 0.2755 -2.3860 -1.7025 0.024
H -1.8853 -2.6690 2.1941 0.039
H -1.9565 -3.9949 1.5270 0.048
O -1.5967 -3.1202 1.3721 -0.051
H 1.1351 4.0229 -0.9491 -0.006
H 1.8105 2.9995 -1.9886 0.020
O 1.0406 3.5921 -1.7804 -0.085
H 3.3614 -1.9421 1.8937 0.012
H 2.1806 -2.3120 2.6329 -0.014
O 3.0766 -2.5875 2.5156 -0.022
H 3.0024 0.4330 -1.6591 0.012
H 3.6075 1.6611 -2.5638 0.085
O 2.9500 1.4331 -1.8278 -0.135
H 2.4193 -1.5400 -1.5925 -0.011
H 2.1549 -1.0669 -0.3440 0.029
O 2.9028 -1.0831 -0.9758 -0.016
H 0.0578 -0.8999 0.8466 0.065
H 0.4262 -2.3362 1.1721 0.029
O 0.8235 -1.4999 0.9406 -0.071
H -0.3236 0.1379 3.3366 -0.029
H 0.2392 -1.1475 2.8718 0.038
O -0.5712 -0.6985 3.2085 -0.012
H -2.8609 0.1686 2.6665 0.103
H -3.7339 -1.0354 2.4114 -0.024
O -3.0655 -0.5886 1.9924 -0.065

---

[4]
55
Properties=species:S:1:pos:R:3:lowdin_charge:R:1 method="wB97M-V/def2-TZVPD" e_homo_ev=-7.30 e_tot_ha=-1784.52013 total_charge=-1 gap_ev=9.4
B -0.2472 0.0554 -1.0546 -1.276
F 0.8991 -0.7268 -0.7594 0.099
F -1.1521 -0.7363 -1.7736 0.138
F -0.8157 0.5405 0.1169 0.131
F 0.1706 1.1105 -1.9025 0.102
O -1.9450 2.3750 2.2067 -0.044
H -2.0407 1.4336 2.0222 -0.005
H -2.2574 2.4656 3.1120 0.044
O -1.7905 3.2628 -0.8874 -0.053
H -1.8351 2.5747 -0.2171 -0.011
H -1.0317 3.0204 -1.4263 0.003
O -1.6859 -3.0866 -0.0400 -0.047
H -1.2036 -2.3544 -0.4411 -0.012
H -1.2025 -3.2800 0.7698 0.031
O 0.9777 -3.6621 -2.3812 -0.048
H 0.5565 -2.9260 -1.9227 0.002
H 1.0786 -4.3468 -1.7137 0.035
O 1.3362 -1.0056 -3.8186 -0.047
H 0.7424 -0.5279 -3.2266 -0.011
H 1.8630 -1.5579 -3.2332 0.015
O -0.7649 1.7455 -4.6176 -0.051
H -1.2395 2.5798 -4.5581 0.032
H -0.0707 1.8107 -3.9524 0.006
C 3.9070 -1.0928 2.1073 -0.652
O 3.6917 0.0053 2.6046 0.012
N 4.6572 -2.0385 2.7781 0.141
N 3.5330 -1.4593 0.8533 0.178
H 5.1766 -1.6957 3.5651 0.098
H 5.0441 -2.7875 2.2327 0.084
H 2.8710 -0.9005 0.3442 0.062
H 3.6630 -2.4000 0.5301 0.098
C -0.3975 -0.6517 3.5326 -0.665
O -0.5387 -0.9502 4.7038 0.019
N -1.2120 -1.0181 2.4717 0.150
N 0.6731 0.0688 3.0631 0.172
H -1.0207 -0.7016 1.5417 0.043
H -1.9579 -1.6562 2.6860 0.102
H 0.6788 0.3838 2.1109 0.068
H 1.3413 0.3656 3.7504 0.101
C 2.1979 2.8973 0.3002 -0.660
O 2.3679 3.6044 1.2795 0.023
N 2.4087 1.5373 0.2899 0.166
N 1.9726 3.4453 -0.9392 0.151
H 2.7404 1.0998 1.1462 0.058
H 1.9405 1.0086 -0.4301 0.052
H 1.7379 2.8772 -1.7311 0.076
H 1.7875 4.4310 -0.9147 0.100
C -4.9984 -0.3624 -0.9825 -0.686
O -6.2055 -0.2084 -0.8979 0.011
N -4.3778 -1.1069 -1.9433 0.161
N -4.1102 0.2213 -0.1316 0.166
H -4.9310 -1.4589 -2.7018 0.098
H -3.3980 -1.3265 -1.9464 0.075
H -3.1095 0.3011 -0.1780 0.064
H -4.4748 0.8044 0.6037 0.101

---

The records above yield relative energy (zero: lowest compared OMol25 entry of this formula, charge and spin) values of 4.055, 1.429, 3.702, 0.000 eV, respectively.